#1
Density functional theory data (ωB97M-V/def2-TZVPD) for 2 unconnected molecules or ions with the total composition C5H14NO2.

Calculated values
Multiplicity = 1
Charge = +1
Lowest unoccupied orbital energy = -3.65 eV
HOMO energy = -14.26 eV

Bonds (Å) are listed after each position.
Element x y z (Å)
1 O -2.320 1.295 0.054  C2 1.202
2 C -1.500 0.421 0.157  O1 1.202, C3 1.506, H8 1.103
3 C -0.381 0.264 -0.840  C2 1.506, C4 1.540, N7 1.486, H9 1.087
4 C 0.996 -0.170 -0.304  C3 1.540, C5 1.541, C6 1.533, H10 1.083
5 C 1.761 -0.900 -1.424  C4 1.541, H11 1.090, H12 1.085, H13 1.097
6 C 1.854 0.973 0.251  C4 1.533, H14 1.082, H15 1.095, H16 1.105
7 N -0.322 1.466 -1.711  C3 1.486, H17 1.024, H18 1.019, H19 1.032
8 H -1.533 -0.388 0.905  C2 1.103
9 H -0.687 -0.569 -1.467  C3 1.087
10 H 0.799 -0.845 0.520  C4 1.083
11 H 1.175 -1.200 -2.292  C5 1.090
12 H 2.316 -1.747 -1.035  C5 1.085
13 H 2.559 -0.263 -1.827  C5 1.097
14 H 2.903 0.711 0.301  C6 1.082
15 H 1.488 1.304 1.228  C6 1.095
16 H 1.903 1.851 -0.419  C6 1.105
17 H 0.318 2.158 -1.311  N7 1.024
18 H -0.032 1.256 -2.666  N7 1.019
19 H -1.254 1.907 -1.754  N7 1.032
20 H -0.594 -3.529 2.872  O22 0.965
21 H -0.709 -2.682 4.152  O22 0.961
22 O -0.266 -2.729 3.301  H20 0.965, H21 0.961



#2
Density functional theory data (ωB97M-V/def2-TZVPD) for 2 unconnected molecules or ions with the total composition C5H14NO2.

Calculated values
Multiplicity = 1
Charge = +1
Lowest unoccupied orbital energy = -2.96 eV
HOMO energy = -13.86 eV

Bonds (Å) are listed after each position.
Element x y z (Å)
1 C 1.699 1.380 0.354  C2 1.514, H8 1.037, H9 1.092, H10 1.196
2 C 0.915 0.203 -0.185  C1 1.514, C3 1.579, N7 1.560, H11 1.164
3 C 0.389 -0.682 1.012  C2 1.579, C4 1.517, H12 1.029, H13 0.977
4 C -0.627 -1.697 0.522  C3 1.517, C5 1.603, H14 1.085, H15 1.097
5 C -0.159 -2.493 -0.788  C4 1.603, O6 1.179, H16 1.101
6 O -0.227 -2.058 -1.882  C5 1.179
7 N -0.177 0.588 -1.232  C2 1.560, H17 0.999, H18 0.965, H19 1.008
8 H 1.887 2.097 -0.372  C1 1.037
9 H 2.614 1.129 0.892  C1 1.092
10 H 1.099 1.985 1.194  C1 1.196
11 H 1.676 -0.489 -0.730  C2 1.164
12 H -0.032 -0.172 1.800  C3 1.029
13 H 1.172 -1.177 1.323  C3 0.977
14 H -1.615 -1.250 0.461  C4 1.085
15 H -0.755 -2.446 1.313  C4 1.097
16 H 0.306 -3.429 -0.440  C5 1.101
17 H -0.905 1.111 -0.792  N7 0.999
18 H -0.595 -0.178 -1.642  N7 0.965
19 H 0.233 1.164 -1.951  N7 1.008
20 H -1.863 2.798 0.505  O22 0.966
21 H -2.991 1.750 0.316  O22 0.953
22 O -2.045 1.867 0.320  H20 0.966, H21 0.953



#3
Density functional theory data (ωB97M-V/def2-TZVPD) for 3 unconnected molecules or ions with the total composition C5H14NO2.

Calculated values
Multiplicity = 1
Charge = +1
Lowest unoccupied orbital energy = -8.42 eV
HOMO energy = -13.53 eV

Bonds (Å) are listed after each position.
Element x y z (Å)
1 O -0.659 2.475 -1.641  C2 1.289
2 C -1.041 1.602 -0.773  O1 1.289, C3 1.637, H8 1.124, H18 1.139
3 C -0.455 0.117 -1.133  C2 1.637, C4 1.567, N7 1.438, H9 1.107
4 C -0.405 -0.957 0.007  C3 1.567, C5 1.475, C6 1.548, H10 1.144
5 C -0.142 -2.299 -0.544  C4 1.475, H11 1.094, H12 1.117, H13 1.077
6 C 0.410 -0.694 1.297  C4 1.548, H15 1.092, H16 1.100
7 N 0.843 0.325 -1.715  C3 1.438, H17 1.027, H19 1.197
8 H -2.163 1.551 -0.747  C2 1.124
9 H -1.025 -0.406 -1.926  C3 1.107
10 H -1.511 -0.809 0.260  C4 1.144
11 H -0.348 -3.016 0.257  C5 1.094
12 H 0.940 -2.322 -0.821  C5 1.117
13 H -0.759 -2.554 -1.390  C5 1.077
14 H 1.551 1.308 -0.064  no bonds
15 H 1.441 -0.589 0.952  C6 1.092
16 H 0.270 -1.296 2.207  C6 1.100
17 H 0.707 1.218 -2.205  N7 1.027
18 H -0.683 1.671 0.306  C2 1.139
19 H 1.502 0.727 -0.801  N7 1.197
20 H 0.347 0.537 2.366  O22 1.144
21 H 0.706 1.759 3.511  O22 0.953
22 O 0.473 1.651 2.594  H20 1.144, H21 0.953



Relative stability in kJ/mol, measured from the most stable structure: #1 0.0; #2 21.0; #3 1104.5



#1
Density functional theory data (ωB97M-V/def2-TZVPD) for 2 unconnected molecules or ions with the total composition C5H14NO2.

Calculated values
Multiplicity = 1
Charge = +1
Lowest unoccupied orbital energy = -3.67 eV
HOMO energy = -13.64 eV

Bonds (Å) are listed after each position.
Element x y z (Å)
1 O 2.248 2.407 -1.346  C2 1.200
2 C 1.685 1.993 -0.370  O1 1.200, C3 1.513, H8 1.094
3 C 0.202 1.696 -0.420  C2 1.513, C4 1.524, N7 1.499, H9 1.088
4 C -0.252 0.428 0.293  C3 1.524, C5 1.527, C6 1.547, H10 1.085
5 C -1.773 0.291 0.325  C4 1.527, H11 1.097, H12 1.091, H13 1.091
6 C 0.460 -0.802 -0.316  C4 1.547, H14 1.107, H15 1.085, H16 1.085
7 N -0.162 1.701 -1.875  C3 1.499, H17 1.016, H18 1.039, H19 1.021
8 H 2.169 1.812 0.594  C2 1.094
9 H -0.296 2.565 0.004  C3 1.088
10 H 0.138 0.575 1.295  C4 1.085
11 H -2.197 0.737 1.233  C5 1.097
12 H -2.080 -0.752 0.407  C5 1.091
13 H -2.221 0.719 -0.574  C5 1.091
14 H 1.271 -0.560 -1.028  C6 1.107
15 H -0.236 -1.392 -0.903  C6 1.085
16 H 0.872 -1.477 0.427  C6 1.085
17 H -1.001 2.229 -2.094  N7 1.016
18 H 0.613 2.130 -2.417  N7 1.039
19 H -0.245 0.750 -2.239  N7 1.021
20 H 0.949 -5.334 3.286  O22 0.962
21 H -0.473 -4.716 3.085  O22 0.963
22 O 0.328 -4.998 2.632  H20 0.962, H21 0.963



#2
Density functional theory data (ωB97M-V/def2-TZVPD) for 2 unconnected molecules or ions with the total composition C5H14NO2.

Calculated values
Multiplicity = 1
Charge = +1
Lowest unoccupied orbital energy = -3.36 eV
HOMO energy = -13.39 eV

Bonds (Å) are listed after each position.
Element x y z (Å)
1 C 0.482 2.022 -0.906  O2 1.444, C3 1.518, H8 1.090, H9 1.084
2 O 0.533 1.678 0.496  C1 1.444, H10 0.965
3 C 0.638 0.740 -1.703  C1 1.518, C4 1.534, H11 1.090, H12 1.082
4 C 1.760 -0.172 -1.189  C3 1.534, C5 1.494, H13 1.089, H14 1.089
5 C 1.344 -1.340 -0.354  C4 1.494, C6 1.316, N7 1.495
6 C 1.057 -2.577 -0.700  C5 1.316, H15 1.086, H16 1.079
7 N 1.095 -0.914 1.058  C5 1.495, H17 1.020, H18 1.032, H19 1.025
8 H -0.428 2.592 -1.094  C1 1.090
9 H 1.361 2.594 -1.178  C1 1.084
10 H 0.194 2.399 1.040  O2 0.965
11 H 0.956 1.037 -2.703  C3 1.090
12 H -0.290 0.212 -1.879  C3 1.082
13 H 2.236 -0.600 -2.070  C4 1.089
14 H 2.559 0.363 -0.680  C4 1.089
15 H 1.194 -2.811 -1.751  C6 1.086
16 H 0.931 -3.396 -0.009  C6 1.079
17 H 0.105 -0.898 1.302  N7 1.020
18 H 1.331 0.065 1.283  N7 1.032
19 H 1.554 -1.551 1.716  N7 1.025
20 H -5.714 -0.288 2.686  O22 0.972
21 H -6.342 0.740 3.659  O22 0.961
22 O -6.558 0.101 2.975  H20 0.972, H21 0.961



Relative stability in kJ/mol, measured from the most stable structure: #1 0.0; #2 42.0



#1
Density functional theory data (ωB97M-V/def2-TZVPD) for C5H8IN in the gas phase.

Calculated values
Multiplicity = 1
Charge = 0
Lowest unoccupied orbital energy = -0.10 eV
HOMO energy = -8.39 eV
SMILES = C[C@H]1C[C@@]12CN2I

Bonds (Å) are listed after each position.
Element x y z (Å)
1 C -1.233 1.220 -0.615  C2 1.509, H8 1.088, H9 1.090, H10 1.089
2 C -0.301 0.827 0.505  C1 1.509, C3 1.530, C4 1.460, H11 1.087
3 C -0.621 -0.361 1.415  C2 1.530, C4 1.462, H12 1.082, H13 1.082
4 C 0.475 -0.408 0.449  C2 1.460, C3 1.462, C5 1.870, N6 1.400
5 C 1.006 -1.490 -0.980  C4 1.870, N6 1.459, H14 1.071, H15 1.073
6 N 1.725 -0.980 0.183  C4 1.400, C5 1.459, I7 2.103
7 I 3.397 0.264 -0.094  N6 2.103
8 H -1.748 0.342 -0.998  C1 1.088
9 H -0.671 1.676 -1.431  C1 1.090
10 H -1.970 1.939 -0.260  C1 1.089
11 H 0.203 1.669 0.973  C2 1.087
12 H -0.399 -0.302 2.472  C3 1.082
13 H -1.506 -0.944 1.196  C3 1.082
14 H 0.747 -2.529 -0.931  C5 1.071
15 H 0.894 -0.922 -1.884  C5 1.073



#2
Density functional theory data (ωB97M-V/def2-TZVPD) for C5H8IN in the gas phase.

Calculated values
Multiplicity = 1
Charge = 0
Lowest unoccupied orbital energy = 0.11 eV
HOMO energy = -8.60 eV
SMILES = C#CC[C@@H](C)NI

Bonds (Å) are listed after each position.
Element x y z (Å)
1 C 1.782 -1.792 -0.802  C2 1.199, H8 1.020
2 C 1.320 -1.064 0.031  C1 1.199, C3 1.458
3 C 0.677 -0.280 1.079  C2 1.458, C4 1.530, H9 1.139, H10 1.196
4 C -0.558 0.438 0.530  C3 1.530, C5 1.578, N6 1.473, H11 1.132
5 C -0.131 1.311 -0.713  C4 1.578, H12 1.021, H13 1.033, H14 1.045
6 N -1.605 -0.526 0.145  C4 1.473, I7 2.019, H15 1.057
7 I -3.486 0.077 -0.268  N6 2.019
8 H 2.473 -1.892 -1.545  C1 1.020
9 H 1.476 0.469 1.392  C3 1.139
10 H 0.434 -1.015 1.991  C3 1.196
11 H -0.891 1.055 1.419  C4 1.132
12 H -1.057 1.678 -0.936  C5 1.021
13 H 0.298 0.604 -1.332  C5 1.033
14 H 0.524 2.017 -0.306  C5 1.045
15 H -1.255 -1.082 -0.684  N6 1.057



Relative stability in kJ/mol, measured from the most stable structure: #1 55.6; #2 0.0